11 unconnected molecules or ions with the total composition C42H72BNO38P3 in a non-equilibrium geometry. Source: OMol25; level of theory: ωB97M-V with the def2-TZVPD basis set.

As for the charge: -1. Its LUMO energy is 1.58 eV. The HOMO-LUMO gap is 9.4 eV. As for the HOMO energy: -7.87 eV. For the energy, the calculation gives -152574.5926 eV. For the max |F|, the calculation gives 3.18 eV/A.

```
157
Properties=species:S:1:pos:R:3:mulliken_charge:R:1
P 8.3888 3.2427 1.7138 0.59
P -7.1337 1.6728 2.0706 0.37
P -6.5082 -1.9855 0.5944 0.00
O 3.3686 -2.4383 -5.7684 -0.54
O 2.0156 -1.1379 -4.4835 -0.13
O 1.4539 -1.6158 -6.5780 -0.38
O -7.1279 3.0135 2.9229 -0.37
O 5.6207 -2.0229 5.7863 -0.55
O -1.8246 4.1733 0.5974 -0.30
O 3.3152 0.3780 2.3476 -0.62
O 1.7567 1.0035 -0.6566 -0.51
O 1.6532 -0.5247 1.0994 -0.41
O 5.1753 0.1271 5.2992 -0.38
O -6.4239 -0.6282 -0.2633 0.14
O 1.1780 -1.3121 -1.1541 -0.69
O -4.9328 -2.2639 0.8008 0.53
O 9.1569 2.7453 3.0059 -0.34
O -5.4843 -6.1114 -2.3997 -0.53
O 6.9921 -0.8540 4.4387 -0.41
O -7.7285 0.5359 2.7893 -0.79
O 3.3706 2.3554 0.1217 -0.62
O 7.7488 1.8856 1.1272 0.11
O -2.2140 -0.8948 -1.0555 -0.50
O -7.8333 1.9766 0.6546 0.08
O -5.5943 1.5533 1.6413 0.46
O -7.2772 -1.8088 1.8502 -0.77
O 0.3682 -4.5318 3.1279 -0.42
O 9.4825 3.5452 0.5836 -0.28
O -1.1120 -3.0547 3.9569 -0.56
O 1.6156 -8.0854 -5.2810 -0.56
O 1.1263 -5.8773 -5.1597 -0.40
O -1.4916 5.7205 2.2402 -0.56
O 2.3914 -6.8238 -3.6141 -0.39
O -4.2374 -4.4469 -3.1539 -0.38
O 0.1299 5.1123 0.8633 -0.39
O -0.2269 -2.6206 -2.3080 -0.07
O -0.4154 0.0413 -0.0654 -0.13
O -0.7037 -3.1724 1.7705 0.05
O -7.0302 -3.1181 -0.4198 -0.21
O -3.1934 -6.1184 -2.1786 -0.41
O 7.3491 4.2366 1.9210 -0.74
N 3.8106 7.4735 1.5840 -0.48
C -2.1369 -5.2997 -2.6306 0.71
C 0.2629 4.4063 -0.3627 0.33
C 0.8852 -0.2786 -4.7513 0.59
C -9.7340 3.0104 -0.4939 -1.24
C 10.8093 5.1657 -0.5938 -1.28
C -3.4445 -4.1304 0.5932 -0.14
C 6.5425 1.9168 0.3492 0.31
C 0.3619 -0.9026 -6.0236 -0.43
C 2.0775 -5.5598 -3.0610 -0.06
C -4.6268 0.9601 2.5150 -0.89
C 1.2064 -4.3962 1.9711 -0.58
C -1.0441 -0.8285 -0.7726 0.35
C 10.1593 4.8322 0.7170 -0.12
C -7.1531 5.4646 2.7946 -1.40
C 7.0356 0.4321 3.8091 0.57
C 1.7037 -7.0158 -4.7565 0.56
C 6.6533 0.9147 -0.7900 -1.53
C 0.1790 -3.9111 0.9381 0.51
C -1.1613 5.0922 1.2799 0.66
C -6.5216 4.1764 2.3090 0.20
C -5.8096 -0.5112 -1.5310 0.17
C 10.7648 1.0552 1.9703 -0.69
C 2.6014 0.3535 1.3973 0.09
C -5.2201 0.8769 -1.6651 -0.82
C -4.5594 -3.4846 1.4454 -0.88
C -8.3105 -2.9812 -1.0783 -0.07
C -8.0847 -3.4445 -2.4914 -0.97
C -0.0228 -1.7163 -1.5498 -0.36
C 4.1611 5.0052 2.3039 0.03
C 2.3984 -1.7720 -5.6328 0.63
C 3.9901 6.3962 1.9382 0.18
C 5.8978 -1.0364 5.1869 0.55
C -9.2368 1.9198 0.4755 -0.24
C -3.4029 0.5669 1.7142 0.02
C -0.5687 -3.5778 3.0247 0.57
C 5.7578 1.0572 4.4134 0.11
C -2.8567 -4.1482 -3.3623 0.03
C -1.1132 3.7094 -0.5346 0.22
C -4.4105 -5.6344 -2.5535 0.62
C 2.6146 1.4319 0.2243 0.80
C 1.3110 -4.8845 -4.1665 1.12
C 10.4347 2.1111 3.0474 -0.48
B 1.0337 -0.2100 -0.1736 1.59
H 0.0260 -0.2558 -6.8377 0.31
H 10.1101 4.9190 -1.3941 0.32
H -4.2591 1.7400 3.1893 0.43
H 0.7680 -3.3583 0.2032 -0.17
H 1.9958 -3.6600 2.0811 0.29
H -5.9019 1.6161 -1.2421 -0.02
H -5.0238 0.1235 3.0890 0.36
H -2.6442 -4.0579 -4.4288 0.25
H 4.4353 4.8886 3.3498 0.33
H 1.1669 0.7708 -4.7759 0.30
H -1.5321 4.1703 -1.4293 0.24
H 1.5791 -5.5989 -2.0860 0.03
H 3.0328 -5.0850 -2.8198 0.28
H -6.5107 6.3456 2.8417 0.37
H 3.2998 4.4030 2.0202 0.09
H -1.3322 -5.7421 -3.2103 0.16
H 5.9700 2.0473 4.8301 0.30
H -0.2790 -4.7015 0.3410 -0.04
H 1.1033 3.7331 -0.1977 -0.37
H 6.9230 0.3589 2.7316 -0.01
H -2.8584 -3.3867 0.0589 -0.30
H -5.0233 1.2062 -2.6842 0.54
H -4.0753 -3.4017 2.4192 0.18
H 11.1351 2.9532 3.0994 0.35
H 10.6662 1.6744 4.0209 0.43
H -8.6732 -1.9553 -1.0194 0.04
H 11.7530 4.6319 -0.6932 0.30
H -9.0616 -3.6477 -0.6546 0.42
H -1.0441 2.6287 -0.6123 -0.14
H -9.3787 2.8908 -1.5169 0.31
H 0.4285 -4.3640 -3.7985 -0.36
H -2.7997 -4.8141 1.1526 0.47
H -9.4244 0.9180 0.0927 0.20
H 11.7845 1.1140 1.5945 0.33
H 7.1712 -0.0158 -0.5644 0.36
H 4.9832 4.5877 1.7191 -0.13
H 10.0879 1.1693 1.1261 0.10
H 7.9522 0.9487 4.0714 -0.15
H 1.9693 -4.0870 -4.5176 -0.23
H -2.5859 -3.1784 -2.9493 -0.07
H -9.8037 2.2013 1.3651 0.35
H 9.4626 5.6449 0.9264 0.31
H 5.7164 1.6994 1.0253 -0.05
H -5.5159 4.2325 2.7368 0.15
H -7.6195 5.4257 3.7776 0.32
H 0.1409 -0.4956 -3.9884 -0.41
H -7.8982 5.7588 2.0457 0.28
H -3.9585 -4.8835 -0.0146 0.13
H -1.7405 -4.7784 -1.7560 -0.41
H -8.6470 -2.9344 -3.2743 0.33
H -3.5715 -0.2661 1.0397 -0.35
H -10.8160 3.0261 -0.3654 0.38
H 10.9424 6.2445 -0.6767 0.38
H -7.0371 -3.3616 -2.7938 0.13
H 4.9537 1.2849 3.7080 -0.05
H 10.6354 0.0732 2.4221 0.32
H 1.4397 -5.3526 1.5019 0.43
H -0.5338 -1.5024 -5.8436 0.19
H -8.1973 -4.5263 -2.5980 0.34
H -5.4181 -4.1519 1.4114 0.51
H -5.0718 -1.2903 -1.7351 -0.02
H 0.4556 5.1099 -1.1720 0.27
H -6.5398 -0.5745 -2.3506 0.21
H -4.3195 0.8625 -1.0474 -0.03
H -2.6085 0.3853 2.4415 0.54
H 10.8846 4.6585 1.5128 0.20
H -9.3787 3.9938 -0.1759 0.27
H 6.3919 2.8865 -0.1264 0.46
H -3.0695 1.4332 1.1364 -0.04
H 5.6297 0.7544 -1.1361 0.38
H 7.1852 1.3481 -1.6399 0.32
H -6.4247 4.0893 1.2312 0.26
```


4 unconnected molecules or ions with the total composition C42H72BO11 in a non-equilibrium geometry. Source: OMol25; level of theory: ωB97M-V with the def2-TZVPD basis set.

As for the charge: -1. Its LUMO energy is 1.52 eV. The HOMO-LUMO gap is 5.2 eV. As for the HOMO energy: -3.70 eV. For the energy, the calculation gives -67919.5189 eV. For the max |F|, the calculation gives 2.35 eV/A.

```
126
Properties=species:S:1:pos:R:3:mulliken_charge:R:1
O 10.3281 3.4150 -0.7179 -0.36
O 4.6011 0.6063 0.5061 -0.50
O -12.5746 -2.9306 0.9498 -0.58
O -1.9101 5.4132 -2.0246 -0.59
O 7.4340 1.0306 2.9011 -0.35
O 6.8684 -0.2306 0.7180 -0.83
O -11.0743 -3.0877 2.6338 -0.16
O -2.3344 3.5675 -3.2524 -0.32
O 1.8485 -0.6904 -1.6467 -0.37
O -1.6588 -1.0644 -2.8373 -0.52
O 8.5079 3.7332 -2.0142 -0.52
C 0.5273 -0.2539 -1.9070 -0.29
C -9.8257 -1.4039 0.1046 -1.35
C -0.8760 5.1606 -4.1946 -0.36
C 5.8025 -4.4594 -0.7461 0.98
C -7.4608 -0.4863 0.1382 -1.92
C 6.2837 2.0894 -0.5190 0.60
C 9.3793 5.5722 -0.7146 -0.40
C -8.5181 -1.2173 1.0476 2.41
C 11.0573 4.2012 0.2316 -0.33
C -4.9670 -0.1329 -0.1567 -0.27
C -3.5120 -1.8786 -1.3788 -0.66
C -12.9445 -4.5175 2.7355 -0.43
C 6.6559 -5.2712 -1.8348 -1.34
C -9.0359 -0.3841 2.2902 -1.49
C -1.3730 4.2305 -5.2879 -0.58
C -10.9045 -3.9419 3.7757 -0.48
C -12.2232 -3.4226 1.9870 0.40
C 8.7371 1.5449 2.7113 -0.32
C 5.0831 3.1432 -0.4295 -0.31
C -5.7484 -0.5471 2.2017 -1.62
C -3.1032 0.5744 -1.7136 -0.19
C -6.1774 0.1208 0.8447 2.93
C -1.7557 4.7789 -3.0282 0.45
C -1.8586 3.0323 -4.4980 -0.14
C -12.2923 -4.4533 4.1039 -0.54
C 5.5187 4.6136 -0.8054 -0.86
C 3.4017 -1.6381 0.0702 -0.37
C -0.5180 -1.4410 -2.0104 -0.51
C 6.7766 -3.3625 -0.1647 -0.93
C -4.1981 0.9143 -0.8018 -0.73
C 6.3191 -2.7070 1.1973 -0.94
C 9.3236 4.1633 -1.2561 0.55
C 2.1032 -0.7987 -0.2375 -0.41
C -4.5964 -1.5231 -0.4779 -0.15
C -6.3952 1.6810 0.9589 -1.77
C -8.0929 -2.7286 1.4441 -1.41
C -2.7385 -0.7984 -1.9905 0.19
C 6.4385 1.7755 2.1303 -0.84
C 5.3285 -5.5283 0.3083 -1.39
C 4.7081 -0.7686 0.1392 0.29
C 10.7890 5.6435 -0.1527 -0.56
C 5.8939 -1.2032 1.0974 -0.22
B 6.0361 1.0133 0.7036 1.56
H -8.9232 0.7203 2.1822 0.20
H 5.1606 -0.7975 -0.8975 0.00
H 2.1738 0.2161 0.2528 0.31
H 0.1242 0.4649 -1.1434 0.31
H 7.1542 -6.1044 -1.2583 0.29
H -10.4748 -3.3698 4.5975 0.31
H 8.6234 5.6824 0.0653 0.21
H 11.4828 5.9528 -0.9397 0.25
H -2.6695 2.5096 -5.0046 0.34
H -12.7549 -5.4711 2.2386 0.26
H -4.6940 -0.2095 2.4187 0.46
H -12.8178 -3.7254 4.7276 0.27
H 6.0045 -5.7683 -2.6009 0.35
H -6.5333 2.0564 -0.0968 0.46
H -2.5012 1.3829 -2.2354 0.19
H -6.3699 -0.1510 3.0475 0.32
H 4.7619 -6.3539 -0.1976 0.39
H 6.1779 -5.9473 0.9159 0.30
H 0.1654 4.9634 -3.9331 0.27
H -10.5280 -2.1899 0.4992 0.13
H 4.6526 3.1944 0.6108 0.19
H -0.6151 3.9782 -6.0295 0.34
H -1.0129 6.2065 -4.4613 0.29
H -7.2169 -2.9492 0.7644 0.23
H 9.4538 0.6758 2.6288 0.26
H 4.2526 2.7691 -1.0833 0.15
H -14.0128 -4.3176 2.7865 0.31
H 6.3182 4.9518 -0.0927 -0.03
H 5.8296 4.6949 -1.8775 0.23
H 6.2141 1.5444 -1.5047 0.20
H 7.4784 -4.6540 -2.2728 0.37
H 10.8962 6.3383 0.6811 0.34
H 5.4982 -3.2534 1.7287 0.43
H -5.7056 -1.6637 2.1726 0.24
H -7.3196 1.9687 1.5133 0.17
H -3.3019 -2.9592 -1.5716 0.39
H -8.0000 0.3713 -0.3598 0.33
H -9.4462 -1.6725 -0.9237 0.37
H 7.7886 -3.8324 -0.0692 0.47
H 7.2152 -2.7370 1.8849 0.32
H 4.6305 5.2824 -0.6292 0.44
H 0.5026 0.2823 -2.8952 0.15
H 3.2798 -2.2375 1.0158 0.33
H -8.8843 -3.4761 1.2105 0.29
H -1.0560 2.3204 -4.2869 0.03
H -4.4187 1.9889 -0.6450 0.42
H -10.2166 -4.7484 3.5078 0.28
H -2.2135 4.6955 -5.8103 0.27
H -10.3838 -0.4326 0.0431 0.38
H 10.6916 3.9633 1.2345 0.20
H 4.6093 -5.0337 1.0204 0.35
H -12.2860 -5.4060 4.6335 0.33
H 8.8652 2.1473 1.7743 -0.12
H 3.5378 -2.3811 -0.7663 -0.17
H 5.6367 -0.9308 2.1667 -0.07
H 9.2221 6.3017 -1.5065 0.33
H -0.0451 -2.3907 -2.3675 0.32
H -0.8714 -1.6366 -0.9599 0.32
H 5.5452 1.9022 2.8079 0.12
H 6.8467 -2.5477 -0.9404 0.28
H 6.8414 2.8073 1.8920 0.30
H -8.4610 -0.7404 3.1926 0.27
H -5.4937 2.2194 1.3504 0.42
H -5.1711 -2.3676 -0.0316 0.05
H 12.1171 3.9519 0.1746 0.34
H 7.2672 2.6116 -0.3915 -0.89
H 9.0973 2.1440 3.6061 0.23
H 4.9487 -3.9927 -1.2969 0.00
H -7.2019 -1.2029 -0.6912 0.53
H -10.1108 -0.6256 2.5231 0.32
H 1.2478 -1.3301 0.2848 0.31
H -7.6858 -2.8007 2.4862 0.27
```